1.
Molecular formula: C44H58FN11O4W
Method: DFT, ωB97M-V/def2-TZVPD

Structure (XYZ):
```
119
Properties=species:S:1:pos:R:3:mulliken_charge:R:1
W 1.173 0.392 0.088 2.5000
F -5.532 -1.621 0.270 -0.3562
C -4.650 -1.492 1.266 0.2139
C -3.394 -1.103 0.915 -0.8853
C -2.393 -0.908 1.882 0.2476
C -1.076 -0.510 1.583 1.3168
O -0.582 -0.277 0.365 -1.6423
C -0.159 -0.373 2.649 -0.5030
C -0.538 -0.625 3.938 -0.4771
N -1.792 -0.997 4.240 0.2871
C -2.090 -1.354 5.621 -0.4318
C -2.991 -0.489 6.458 -0.3916
C -1.525 -0.542 6.746 -0.9899
C -2.745 -1.140 3.243 -0.4268
C -4.040 -1.536 3.569 -0.2053
C -5.044 -1.735 2.610 -0.6256
N -6.298 -2.124 2.991 0.2131
C -6.664 -2.126 4.407 -0.7589
C -8.175 -2.208 4.578 -1.3133
N -8.703 -3.486 3.996 0.0070
C -8.045 -3.809 2.673 -0.8912
C -7.357 -2.580 2.089 -0.5619
C 1.098 0.248 2.156 1.0108
O 2.139 -0.407 1.690 -0.5792
O 0.977 1.501 1.758 -0.4777
H -3.187 -0.939 -0.135 0.6913
H 0.147 -0.540 4.769 0.8078
H -2.138 -2.427 5.763 0.4936
H -3.674 -0.976 7.140 0.3147
H -3.373 0.422 6.015 0.2152
H -1.181 -1.086 7.614 0.2789
H -0.949 0.348 6.530 0.3573
H -4.268 -1.706 4.607 0.7846
H -6.336 -1.199 4.883 0.7444
H -6.182 -2.959 4.935 0.4305
H -8.662 -1.375 4.077 0.3992
H -8.432 -2.160 5.634 0.4750
H -9.717 -3.414 3.886 0.3804
H -8.541 -4.253 4.650 0.3707
H -8.789 -4.184 1.974 0.4577
H -7.310 -4.594 2.841 0.3420
H -8.084 -1.785 1.897 0.2765
H -6.952 -2.873 1.129 0.4852
C 1.201 -3.175 0.341 -1.0657
N 0.759 -3.137 -1.041 0.2230
C -0.183 -4.197 -1.385 -1.1873
C 1.179 -2.241 -1.948 0.3922
N 1.447 -0.936 -1.607 0.1942
C 2.532 -0.340 -2.309 -0.4550
C 3.741 -0.791 -2.642 -1.3309
C 4.659 0.283 -3.161 0.5150
C 4.048 2.773 -2.809 -0.7729
C 3.312 3.118 -1.770 -1.5535
C 2.383 1.991 -1.353 2.7025
N 0.971 2.173 -1.000 -0.4934
C 0.530 3.219 -0.225 -0.4076
N 1.288 4.168 0.350 0.5298
C 2.524 3.959 1.111 -1.1366
C 0.777 5.533 0.498 -1.1721
N -0.804 3.343 -0.163 0.1543
C -1.668 2.658 -1.125 -0.9237
C -1.477 3.858 1.024 -1.2645
N 1.299 -2.673 -3.210 0.2758
C 1.770 -4.021 -3.524 -1.2210
C 1.090 -1.837 -4.382 -0.9685
H 1.482 -4.203 0.578 0.4836
H 0.402 -2.893 1.027 0.1882
H 2.073 -2.552 0.491 0.2860
H -1.000 -4.183 -0.661 0.3485
H 0.286 -5.181 -1.345 0.4160
H -0.603 -4.038 -2.373 0.3969
H 4.121 -1.794 -2.499 0.6078
H 5.072 0.046 -4.142 0.9844
H 4.823 3.341 -3.298 0.6362
H 3.430 4.045 -1.234 0.5293
H 2.958 2.985 0.952 0.3477
H 2.300 4.063 2.174 0.3538
H 3.248 4.731 0.849 0.4171
H -0.081 5.696 -0.146 0.3668
H 1.567 6.221 0.195 0.3824
H 0.519 5.769 1.532 0.4365
H -1.334 2.873 -2.138 0.3187
H -2.678 3.042 -1.006 0.4278
H -1.679 1.578 -0.977 0.2349
H -0.759 4.077 1.807 0.4218
H -2.159 3.092 1.399 0.3651
H -2.053 4.755 0.792 0.4100
H 2.095 -4.542 -2.629 0.3917
H 2.627 -3.934 -4.195 0.4054
H 1.008 -4.610 -4.035 0.4045
H 0.590 -0.915 -4.111 0.2477
H 0.463 -2.386 -5.087 0.4936
H 2.034 -1.607 -4.879 0.3113
C 4.289 1.912 -5.772 -0.9315
N 3.294 1.613 -4.754 -0.4305
N 3.667 1.470 -3.383 0.8583
C 2.383 1.125 -2.662 0.6087
O 2.885 1.206 -0.309 -0.5840
C 1.328 1.451 -3.674 -1.8374
C 1.915 1.704 -4.851 0.4707
C 1.293 1.999 -6.167 -1.8477
C 5.806 0.631 -2.229 -0.2341
C 6.871 1.374 -2.741 -0.3321
C 7.913 1.768 -1.919 -0.7269
C 7.911 1.405 -0.579 -0.6290
C 6.883 0.621 -0.078 -1.0108
C 5.832 0.234 -0.897 0.2414
H 5.199 2.301 -5.319 0.2959
H 3.910 2.682 -6.441 0.3838
H 4.536 1.027 -6.359 0.3498
H 0.277 1.430 -3.447 0.7364
H 0.211 1.936 -6.095 0.4615
H 1.642 1.294 -6.922 0.3687
H 1.554 3.003 -6.507 0.4176
H 6.906 1.630 -3.795 0.4184
H 8.732 2.343 -2.328 0.4473
H 8.724 1.713 0.064 0.4278
H 6.901 0.298 0.955 0.4587
H 5.043 -0.378 -0.489 0.3862
```

The total energy is -75657.34545 eV. The gap between HOMO and LUMO comes out at 6.52 eV. The net charge is +4. For the energy above the lowest of the compared OMol25 structures with the same formula, charge and spin, the calculation gives 74.38 kJ/mol.

=====

2.
Molecular formula: C35H39N3NiP2
Method: DFT, ωB97M-V/def2-TZVPD

Structure (XYZ):
```
80
Properties=species:S:1:pos:R:3:mulliken_spin:R:1
Ni -0.983 0.070 -0.946 0.9619
C 2.337 0.407 -0.104 -0.0026
N 1.937 0.463 1.261 0.3938
C 1.057 1.543 1.573 -0.0321
P -0.643 1.521 0.689 0.0162
C -1.015 3.294 0.638 0.0221
C -1.288 4.033 1.788 0.0077
C -1.621 5.370 1.675 -0.0006
C -1.686 5.974 0.427 0.0028
C -1.387 5.248 -0.715 -0.0041
C -1.047 3.912 -0.610 0.0015
C -1.713 0.799 1.955 -0.0041
C -2.987 1.312 2.189 0.0101
C -3.820 0.680 3.095 -0.0038
C -3.404 -0.471 3.749 0.0116
C -2.143 -0.996 3.501 -0.0135
C -1.306 -0.373 2.596 0.0127
C 2.487 -0.382 2.208 0.0858
C 2.435 -0.099 3.587 0.1153
C 3.097 -0.898 4.494 -0.0469
C 3.827 -2.002 4.073 0.1860
C 3.842 -2.326 2.722 -0.0561
C 3.183 -1.539 1.805 0.1317
P 1.143 -0.526 -1.269 0.0257
C 1.929 -0.138 -2.863 0.0043
C 2.642 1.034 -3.117 0.0124
C 3.270 1.214 -4.337 -0.0021
C 3.180 0.242 -5.322 0.0076
C 2.410 -0.892 -5.105 -0.0024
C 1.779 -1.075 -3.890 0.0070
C 1.550 -2.286 -1.032 0.0222
C 0.675 -3.078 -0.290 -0.0032
C 0.870 -4.444 -0.205 -0.0033
C 1.951 -5.028 -0.847 0.0068
C 2.861 -4.235 -1.530 -0.0011
C 2.669 -2.870 -1.625 0.0084
H 3.325 -0.047 -0.218 0.0131
H 2.365 1.431 -0.488 -0.0009
H 1.502 2.496 1.258 0.0111
H 0.840 1.586 2.640 0.0208
H -1.247 3.563 2.760 0.0000
H -1.838 5.943 2.563 -0.0001
H -1.966 7.012 0.346 0.0001
H -1.426 5.721 -1.684 -0.0002
H -0.800 3.333 -1.492 -0.0032
H -3.315 2.198 1.663 0.0003
H -4.801 1.084 3.289 -0.0002
H -4.068 -0.972 4.436 0.0007
H -1.816 -1.890 4.010 -0.0005
H -0.332 -0.790 2.374 0.0189
H 1.920 0.769 3.965 -0.0025
H 3.057 -0.646 5.542 0.0008
H 4.373 -2.598 4.785 0.0027
H 4.376 -3.200 2.382 -0.0008
H 3.200 -1.840 0.771 0.0346
H 2.728 1.816 -2.378 0.0055
H 3.837 2.116 -4.513 0.0000
H 3.697 0.376 -6.259 0.0005
H 2.305 -1.634 -5.882 0.0000
H 1.180 -1.960 -3.723 -0.0001
H -0.162 -2.608 0.213 -0.0110
H 0.181 -5.061 0.350 -0.0004
H 2.087 -6.097 -0.816 0.0003
H 3.726 -4.681 -1.994 -0.0002
H 3.378 -2.259 -2.166 -0.0002
N -2.403 -1.532 -0.424 0.0128
C -3.853 -1.258 -0.461 0.0009
C -4.319 -0.757 -1.824 0.0043
C -3.916 0.691 -2.095 -0.0056
N -2.464 0.831 -2.326 0.0202
H -2.226 -2.319 -1.053 -0.0049
H -2.202 -1.867 0.519 0.0025
H -4.068 -0.506 0.303 -0.0004
H -4.406 -2.171 -0.209 0.0004
H -5.407 -0.820 -1.851 -0.0001
H -3.932 -1.410 -2.612 -0.0005
H -4.191 1.309 -1.236 0.0010
H -4.478 1.050 -2.967 0.0008
H -2.285 1.817 -2.524 -0.0010
H -2.245 0.322 -3.188 0.0029
```

The total energy is -101006.28137 eV. As for the multiplicity: 3. The expectation value of S² is 2.0397. The gap between HOMO and LUMO (alpha / beta) comes out at 8.59 / 5.00 eV. The net charge is +2. For the energy above the lowest of the compared OMol25 structures with the same formula, charge and spin, the calculation gives 20.30 kJ/mol.